(1)
45
Properties=species:S:1:pos:R:3:mulliken_charge:R:1 method="wB97M-V/def2-TZVPD" de_lowest_kcal_mol=33.9 orbital_gap_ev="5.1 / 8.0" multiplicity=2 s_squared=0.755 e_homo_ev="-5.7 / -8.6" total_charge=0
Y -0.21 0.14 -0.55 1.5051
C 5.22 3.47 -0.72 -0.4252
C 5.70 2.22 -0.35 -0.5252
C 4.86 1.13 -0.26 -0.3812
C 3.51 1.31 -0.52 0.2181
C 3.01 2.54 -0.90 -0.1686
C 3.87 3.63 -1.00 -0.8459
N 2.55 0.20 -0.47 0.2274
N 3.10 -0.91 -0.44 -0.3476
C 2.24 -2.07 -0.46 0.1157
C 2.96 -3.25 -0.43 -0.4890
C 2.27 -4.46 -0.47 -0.4187
C 0.89 -4.43 -0.56 -0.8829
C 0.21 -3.21 -0.60 -0.4229
C 0.85 -1.97 -0.57 0.0976
H 5.89 4.31 -0.78 0.3774
H 6.76 2.09 -0.14 0.3570
H 5.23 0.16 0.03 0.4115
H 1.96 2.66 -1.12 0.5107
H 3.47 4.59 -1.29 0.3803
H 4.04 -3.22 -0.37 0.4353
H 2.81 -5.40 -0.44 0.3557
H 0.34 -5.36 -0.59 0.3905
H -0.87 -3.25 -0.68 0.3874
N -4.23 0.40 2.17 -0.1789
C -3.93 0.07 0.71 0.7036
C -5.20 -0.42 0.01 -1.9518
P -3.27 1.70 0.02 0.9391
O -4.48 2.38 -0.78 -0.5618
O -3.05 2.47 1.27 -0.8811
O -2.18 1.39 -0.99 -0.5981
P -2.71 -1.29 0.67 0.8344
O -1.44 -0.64 1.51 -0.4600
O -3.25 -2.44 1.42 -0.7508
O -2.17 -1.29 -0.73 -0.6596
H -3.73 1.34 2.29 0.4031
H -3.90 -0.33 2.80 0.3490
H -5.24 0.51 2.31 0.3312
H -5.98 0.34 0.05 0.5091
H -5.55 -1.35 0.46 0.4852
H -4.98 -0.62 -1.04 0.4185
H -4.44 2.21 -1.73 0.3154
H -1.09 -1.31 2.11 0.2802
S -0.01 3.75 0.51 -0.1955
C 0.19 2.19 0.63 -0.1938

(2)
36
Properties=species:S:1:pos:R:3:mulliken_charge:R:1 method="wB97M-V/def2-TZVPD" de_lowest_kcal_mol=11.0 orbital_gap_ev=10.0 e_homo_ev=-9.3 total_charge=0
O -4.32 -0.68 -0.81 -0.6991
S -3.22 -0.70 0.10 1.2475
O -3.43 -1.10 1.46 -0.6805
N -2.08 -1.73 -0.55 -0.3530
C -0.82 -1.76 0.17 -0.2645
C 0.19 -2.71 -0.46 -0.7063
C 1.54 -2.61 0.26 -1.2848
C 2.09 -1.21 0.18 0.4164
C 1.99 -0.34 1.25 -0.0985
C 2.43 0.96 1.15 -0.5018
C 2.98 1.42 -0.03 -0.4403
C 3.10 0.56 -1.11 -0.7219
C 2.66 -0.75 -1.00 -0.2446
C -2.38 0.89 0.08 -0.0348
C -1.71 1.31 1.21 -0.0636
C -0.97 2.49 1.15 -0.4881
C -0.93 3.22 -0.03 -0.4410
C -1.62 2.78 -1.15 -0.6375
C -2.35 1.61 -1.10 -0.4714
H -1.97 -1.56 -1.54 0.3598
H -0.38 -0.75 0.22 0.1973
H -1.07 -2.08 1.18 0.2525
H -0.18 -3.73 -0.42 0.3830
H 0.32 -2.44 -1.51 0.3698
H 2.24 -3.31 -0.21 0.4096
H 1.42 -2.90 1.30 0.4006
H 1.56 -0.69 2.18 0.3213
H 2.34 1.63 2.00 0.4119
H 3.33 2.44 -0.12 0.4112
H 3.54 0.90 -2.03 0.3954
H 2.76 -1.42 -1.85 0.4083
H -1.77 0.72 2.11 0.4534
H -0.44 2.84 2.02 0.4337
H -0.36 4.13 -0.07 0.4098
H -1.59 3.36 -2.06 0.4093
H -2.91 1.24 -1.95 0.4412

(3)
45
Properties=species:S:1:pos:R:3:mulliken_charge:R:1 method="wB97M-V/def2-TZVPD" de_lowest_kcal_mol=0.0 orbital_gap_ev=7.7 e_homo_ev=-12.1 total_charge=+1
C -2.85 3.79 -0.06 -1.3985
C -2.41 2.35 -0.35 -0.0918
B -0.86 2.15 -0.55 0.9678
O -0.04 3.15 -1.00 -0.7179
C -0.13 0.74 -0.34 0.1288
C 0.02 -0.06 -1.46 0.1075
C -0.55 0.44 -2.77 -1.4850
C -2.05 0.19 -2.84 0.1591
O -2.66 -0.41 -2.02 -0.4121
I -2.99 1.00 -4.58 0.0776
C 0.64 -1.34 -1.43 -0.2487
C 0.76 -2.19 -2.68 0.4266
C 1.66 -3.39 -2.59 -1.8486
F -0.52 -2.58 -3.06 -0.3423
C 1.10 -1.82 -0.25 -0.6343
C 1.01 -1.04 0.93 0.2278
C 1.52 -1.55 2.12 0.0252
B 2.22 -2.98 2.26 0.6005
O 1.59 -3.97 2.96 -0.5470
O 3.42 -3.20 1.69 -0.4614
N 1.41 -0.81 3.22 0.1620
C 0.86 0.43 3.24 -0.6411
C 0.36 0.99 2.11 0.4777
P -0.32 2.69 2.25 0.4128
O -1.07 2.46 3.68 -0.5198
Br 1.51 3.75 2.88 -0.2431
C 0.40 0.25 0.89 -0.4714
H -3.91 3.92 -0.29 0.4007
H -2.74 4.04 1.00 0.2691
H -2.31 4.53 -0.64 0.3375
H -2.95 2.01 -1.24 0.2702
H -2.74 1.70 0.47 0.3400
H -0.32 4.03 -0.72 0.2744
H -0.15 -0.10 -3.63 0.6128
H -0.31 1.49 -2.95 0.6537
H 1.14 -1.54 -3.48 0.4442
H 1.67 -3.88 -3.57 0.4129
H 2.67 -3.14 -2.28 0.4086
H 1.23 -4.13 -1.91 0.4415
H 1.55 -2.80 -0.18 0.5923
H 0.70 -3.75 3.25 0.3290
H 3.78 -4.05 1.98 0.3369
H 1.78 -1.17 4.09 0.3034
H 0.84 0.93 4.19 0.5041
H -1.95 2.86 3.65 0.3581

(4)
44
Properties=species:S:1:pos:R:3:mulliken_charge:R:1 method="wB97M-V/def2-TZVPD" de_lowest_kcal_mol=0.0 orbital_gap_ev=4.5 e_homo_ev=-3.1 total_charge=-1
C -1.79 4.82 0.16 -0.6625
O -1.45 3.75 1.05 -0.2639
C -0.13 3.47 1.05 0.5252
N 0.02 2.31 1.89 -0.0570
N 1.23 2.03 2.13 -0.2034
C 1.44 1.01 3.02 0.5038
C 2.92 0.80 3.17 -1.0698
C 0.42 0.31 3.64 -0.3829
C 0.59 -1.10 4.03 0.6564
O 1.69 -1.53 4.41 -0.7394
N -0.46 -2.01 3.94 0.0463
C -0.20 -3.39 4.28 -1.0694
C -1.73 -1.85 3.27 -0.9131
O 0.74 4.05 0.44 -0.5251
H -2.85 4.96 0.34 0.2152
H -1.23 5.74 0.39 0.2988
H -1.62 4.52 -0.89 0.2856
H 3.14 -0.21 3.53 0.3309
H 3.41 0.97 2.20 0.3804
H 3.35 1.56 3.84 0.1797
H -0.57 0.72 3.67 0.5282
H 0.83 -3.48 4.60 0.3254
H -0.89 -3.72 5.07 0.2959
H -0.36 -4.00 3.39 0.3285
H -1.82 -0.85 2.85 0.3380
H -1.79 -2.59 2.46 0.2950
H -2.56 -2.07 3.96 0.2895
Cl 0.65 9.22 9.96 -0.2476
C 0.91 7.82 9.01 0.3942
C 0.89 7.90 7.62 -0.6055
C 1.11 6.75 6.84 -0.2467
C 1.35 5.52 7.45 -0.2553
S 1.71 4.04 6.43 1.2551
C 0.28 3.08 6.03 -0.7377
Cl -0.45 3.45 4.58 -0.1511
O 2.17 4.59 5.17 -0.6983
O 2.59 3.27 7.27 -0.7145
C 1.34 5.43 8.85 -0.3527
C 1.12 6.58 9.63 -0.5518
H 0.73 8.86 7.14 0.3703
H 1.14 6.84 5.76 0.4173
H -0.37 2.93 6.88 0.4459
H 1.57 4.49 9.35 0.3714
H 1.15 6.52 10.72 0.3706

(5)
50
Properties=species:S:1:pos:R:3:mulliken_charge:R:1 method="wB97M-V/def2-TZVPD" de_lowest_kcal_mol=47.1 orbital_gap_ev="5.6 / 5.7" multiplicity=2 s_squared=0.756 e_homo_ev="-4.8 / -4.9" total_charge=-1
Pt -0.39 -0.28 1.65 0.9649
Cl -3.94 2.02 0.39 -0.4930
Ge -1.91 1.92 1.54 0.5369
Cl -0.77 2.85 -0.26 -0.4868
Cl -2.22 3.72 2.79 -0.4185
O -2.36 -2.66 -0.99 -0.8419
C -2.22 -1.45 -0.93 0.5270
O -2.19 -0.71 0.09 -0.6592
C -2.08 -0.64 -2.28 0.3238
N -2.30 0.79 -1.96 0.5295
C -3.29 1.33 -2.89 -0.6815
C -4.16 0.12 -3.20 -0.5576
C -3.13 -1.00 -3.34 -0.9852
H -1.06 -0.82 -2.61 0.4007
H -1.44 1.35 -1.88 0.2179
H -2.70 0.80 -0.99 -0.4444
H -2.80 1.70 -3.80 0.3589
H -3.83 2.15 -2.41 0.3201
H -4.76 0.26 -4.09 0.4297
H -4.82 -0.07 -2.35 0.2870
H -2.69 -0.96 -4.34 0.3344
H -3.53 -1.99 -3.16 0.3831
O 2.23 2.39 3.72 -0.7340
C 1.70 1.80 2.79 0.2348
O 0.45 1.48 2.77 -0.7773
C 2.52 1.38 1.59 0.0050
C 1.89 0.74 0.53 0.5354
C 2.65 0.27 -0.57 -0.6279
C 4.01 0.54 -0.63 -0.1794
C 4.61 1.22 0.41 -0.2919
C 3.88 1.62 1.55 -0.5900
N 5.99 1.54 0.33 1.0310
O 6.61 1.20 -0.68 -0.6370
O 6.50 2.14 1.27 -0.6224
N 1.99 -0.43 -1.58 0.7980
O 0.77 -0.69 -1.40 -0.5017
O 2.60 -0.77 -2.60 -0.6535
H 0.80 0.65 0.46 0.2951
H 4.58 0.22 -1.49 0.6128
H 4.36 2.12 2.37 0.6435
C 1.67 -2.05 3.27 -0.3933
O 0.51 -2.78 2.93 -0.3586
C -0.46 -2.21 2.24 0.5620
C -1.58 -3.13 1.97 -0.6941
H 1.66 -1.80 4.34 0.2401
H 1.73 -1.12 2.69 0.0635
H 2.54 -2.68 3.07 0.2822
H -1.37 -4.12 2.38 0.3650
H -1.75 -3.19 0.89 0.1187
H -2.50 -2.73 2.39 0.2282

(6)
57
Properties=species:S:1:pos:R:3:mulliken_charge:R:1 method="wB97M-V/def2-TZVPD" de_lowest_kcal_mol=41.9 orbital_gap_ev=11.4 e_homo_ev=-11.0 total_charge=0
C 5.01 0.04 3.31 -0.7511
C 4.14 -0.43 4.41 -0.3551
O 3.02 0.44 4.67 -0.3118
C 1.82 0.15 4.02 0.2878
O 1.60 -0.81 3.29 -0.5474
C 0.78 1.25 4.48 1.0066
F 1.04 1.34 5.74 -0.2461
F 1.25 2.36 3.89 -0.2399
F -0.50 0.95 4.18 -0.1985
H 5.45 1.03 3.30 0.2773
H 4.38 -0.18 2.44 0.0444
H 5.95 -0.51 3.27 0.3712
H 4.69 -0.47 5.35 0.3416
H 3.83 -1.47 4.46 0.3349
C -2.31 0.62 -3.49 -0.7586
C -3.13 -0.67 -3.72 -0.1587
O -2.19 -1.84 -3.68 -0.0760
C -2.61 -3.08 -3.73 0.3850
O -3.75 -3.45 -3.37 -0.5932
C -1.54 -4.12 -4.15 0.7706
F -2.14 -5.14 -4.85 -0.2474
F -0.55 -3.55 -4.78 -0.1504
F -0.96 -4.64 -3.07 -0.2427
H -2.78 1.60 -3.40 0.4041
H -1.47 0.75 -4.18 0.3487
H -1.86 0.44 -2.52 -0.0819
H -3.73 -0.61 -4.63 0.3749
H -3.92 -0.76 -2.98 0.0660
C -4.89 -1.64 0.06 -1.3614
C -3.40 -1.63 0.09 0.0968
O -3.18 -0.21 -0.06 -0.1857
C -2.36 0.48 0.85 0.4435
O -1.67 -0.03 1.67 -0.5518
C -2.49 2.01 0.76 0.8018
F -1.70 2.46 -0.23 -0.1806
F -3.75 2.41 0.55 -0.2495
F -2.05 2.54 1.90 -0.2179
H -5.35 -1.22 -0.84 0.2382
H -5.29 -1.16 0.95 0.4186
H -5.33 -2.59 0.35 0.4383
H -3.13 -2.19 -0.80 -0.0606
H -3.10 -2.04 1.06 0.3828
Cl 2.93 0.75 0.25 -0.0549
C 1.27 1.37 0.08 0.6536
Cl 0.69 1.15 -1.61 -0.0848
Cl 1.08 3.05 0.50 -0.1525
H 0.65 0.82 0.78 -0.4037
Cl 1.94 -2.39 -5.26 -0.1206
C 2.19 -1.50 -3.77 0.2355
Cl 3.90 -1.29 -3.28 -0.1308
Cl 1.17 -2.20 -2.48 -0.0972
H 1.78 -0.49 -3.81 0.0944
Cl 4.88 5.03 3.15 -0.1455
C 3.96 4.80 1.60 0.4405
Cl 4.82 3.68 0.62 -0.0806
Cl 3.86 6.42 0.69 -0.1482
H 3.05 4.34 1.97 -0.0718

(7)
43
Properties=species:S:1:pos:R:3:mulliken_charge:R:1 method="wB97M-V/def2-TZVPD" orbital_gap_ev=8.4 e_homo_ev=-7.6 total_charge=0
C 5.24 3.40 2.38 -1.0732
C 6.26 2.44 1.77 -0.2266
O 5.87 2.06 0.44 -0.3486
C 4.99 1.07 0.33 0.7462
O 4.54 0.43 1.24 -0.5692
C 4.64 0.84 -1.14 -0.7794
N 3.55 -0.10 -1.28 -0.1935
C 2.28 0.30 -1.06 0.5645
N 2.04 1.62 -1.06 -0.5068
C 0.77 1.92 -0.89 0.1256
Cl 0.39 3.59 -0.86 -0.1749
N -0.24 1.10 -0.74 -0.2996
C 0.10 -0.20 -0.77 0.5053
N -0.83 -1.15 -0.64 0.0190
C -2.21 -1.07 -0.46 0.0258
C -2.91 0.12 -0.38 -0.8037
C -4.29 0.12 -0.21 -0.7151
C -4.98 -1.08 -0.11 0.3546
O -6.32 -1.20 0.07 -0.4550
C -7.10 -0.03 0.15 -0.8480
C -4.27 -2.28 -0.18 -0.1990
C -2.90 -2.29 -0.36 0.7544
O -2.14 -3.42 -0.44 -0.4634
C -2.78 -4.67 -0.34 -0.9084
N 1.36 -0.64 -0.93 -0.6431
H 5.12 4.27 1.74 0.2875
H 4.28 2.90 2.48 0.3072
H 5.58 3.71 3.36 0.3720
H 7.23 2.92 1.66 0.2892
H 6.35 1.54 2.38 0.3092
H 5.52 0.47 -1.67 0.3850
H 4.33 1.79 -1.57 0.3302
H 3.73 -1.07 -1.06 0.2686
H -0.46 -2.10 -0.67 0.2668
H -2.38 1.05 -0.46 0.5597
H -4.80 1.07 -0.15 0.3846
H -6.80 0.58 1.01 0.3382
H -8.12 -0.37 0.29 0.2504
H -7.03 0.56 -0.76 0.3381
H -4.84 -3.19 -0.10 0.4620
H -3.51 -4.81 -1.15 0.3512
H -3.28 -4.79 0.62 0.3526
H -1.99 -5.41 -0.44 0.2596

(8)
42
Properties=species:S:1:pos:R:3:mulliken_charge:R:1 method="wB97M-V/def2-TZVPD" de_lowest_kcal_mol=7.4 orbital_gap_ev=9.5 e_homo_ev=-8.8 total_charge=0
C 2.66 2.15 -1.54 -0.7126
C 1.46 2.46 -2.42 -0.4074
O 0.88 1.26 -2.95 -0.2743
C -0.25 0.83 -2.42 0.6386
O -0.87 1.35 -1.53 -0.5993
N -0.74 -0.31 -3.06 -0.0298
C -0.16 -1.23 -3.91 0.4723
O -0.84 -1.96 -4.58 -0.6180
C 1.36 -1.26 -3.98 -0.4705
O 2.00 -1.20 -2.71 -0.2882
C 1.46 -1.91 -1.73 0.8800
O 0.46 -2.58 -1.85 -0.6067
C 2.22 -1.77 -0.42 -0.7562
N 1.28 -1.70 0.67 -0.1828
C 0.97 -0.50 1.24 0.3730
O 1.63 0.50 1.03 -0.6956
C -0.19 -0.53 2.17 0.5076
C -0.47 -1.63 2.97 -0.5838
C -1.56 -1.59 3.82 -0.8764
C -2.37 -0.47 3.89 -0.4487
C -2.09 0.64 3.09 0.6050
O -2.81 1.79 3.08 -0.3853
C -3.94 1.89 3.92 -0.8921
C -0.99 0.60 2.24 -0.5455
H 2.34 1.64 -0.63 0.0511
H 3.15 3.08 -1.26 0.4396
H 3.36 1.52 -2.08 0.2296
H 1.75 3.05 -3.29 0.2962
H 0.69 3.00 -1.85 0.3390
H -1.72 -0.49 -2.86 0.2256
H 1.64 -2.19 -4.48 0.3211
H 1.74 -0.40 -4.54 0.3192
H 2.81 -0.85 -0.42 0.3176
H 2.88 -2.63 -0.29 0.2526
H 0.59 -2.43 0.70 0.3315
H 0.17 -2.50 2.95 0.5226
H -1.78 -2.44 4.45 0.3816
H -3.21 -0.47 4.56 0.4142
H -4.69 1.14 3.68 0.3574
H -4.35 2.88 3.74 0.2435
H -3.66 1.80 4.98 0.3604
H -0.77 1.46 1.62 0.4939